Record 1
A structure of composition C31H37N8O4ReSSe in a non-equilibrium geometry, computed with wB97M-V/def2-TZVPD.

Geometry as XYZ:
```
83
C31H37N8O4ReSSe, DFT wB97M-V/def2-TZVPD
Re -0.40 0.50 0.51
C 1.02 -2.45 1.31
C 0.46 -1.72 2.48
C 0.74 -2.14 3.78
C 0.26 -1.44 4.87
C -0.54 -0.33 4.66
C -0.82 0.05 3.37
N -0.30 -0.62 2.29
C -1.79 1.09 3.00
C -2.68 1.77 3.81
C -3.70 2.50 3.21
C -3.87 2.47 1.83
C -2.94 1.78 1.07
N -1.87 1.22 1.66
C -3.05 1.35 -0.33
C -4.06 1.74 -1.19
C -4.21 1.07 -2.39
C -3.35 0.03 -2.69
C -2.31 -0.30 -1.84
C -1.39 -1.45 -2.13
N -2.15 0.38 -0.68
H 1.11 -3.51 1.54
H 0.39 -2.34 0.43
H 2.02 -2.06 1.08
H 1.34 -3.03 3.91
H 0.48 -1.77 5.87
H -0.96 0.22 5.49
H -2.62 1.69 4.88
H -4.41 3.04 3.82
H -4.73 2.93 1.37
H -4.74 2.54 -0.90
H -5.02 1.33 -3.06
H -3.49 -0.55 -3.60
H -1.34 -1.64 -3.20
H -0.39 -1.26 -1.75
H -1.78 -2.35 -1.64
O 2.26 1.27 -2.00
C 2.25 0.30 -1.23
O 1.23 -0.15 -0.60
H 3.18 -0.23 -1.02
N 2.19 3.87 -1.35
C 2.18 3.55 0.11
C 1.06 2.57 0.36
O 1.14 1.79 1.33
O 0.09 2.48 -0.47
H 2.52 4.81 -1.55
H 1.24 3.73 -1.71
H 2.76 3.16 -1.84
H 2.02 4.46 0.70
H 3.12 3.09 0.41
C 6.88 -1.16 5.52
C 6.19 -1.61 4.28
C 6.28 -2.85 3.74
C 5.55 -3.13 2.56
N 4.75 -2.24 1.99
C 4.65 -1.00 2.52
S 3.68 0.22 1.87
N 5.38 -0.72 3.65
C 5.64 -4.48 1.92
H 7.79 -1.74 5.68
H 6.23 -1.31 6.38
H 7.14 -0.10 5.48
H 6.91 -3.60 4.19
H 5.32 0.23 3.99
H 6.65 -4.88 2.00
H 5.34 -4.42 0.88
H 4.98 -5.17 2.44
C 2.05 -0.57 -5.51
N 1.47 0.55 -6.27
C 1.64 0.76 -7.61
C 0.95 1.89 -7.92
N 0.39 2.36 -6.76
C -0.45 3.56 -6.66
C 0.70 1.53 -5.75
Se 0.20 1.68 -3.96
H 2.69 -1.14 -6.17
H 1.25 -1.21 -5.13
H 2.63 -0.18 -4.67
H 2.22 0.10 -8.23
H 0.82 2.39 -8.87
H -0.46 4.05 -7.62
H -0.03 4.23 -5.91
H -1.46 3.29 -6.38
```

## Properties
**2S+1**: 4
**⟨S²⟩**: 3.781
**Charge**: +3
**E**: -131149.6391 eV
**LUMO energy (spin up / spin down)**: -7.49 / -9.94 eV
**Relative energy (zero: lowest compared OMol25 entry of this formula, charge and spin)**: 79.2 kJ/mol

***

Record 2
An isolated molecule of C4H8O2 in a non-equilibrium geometry, computed with wB97M-V/def2-TZVPD.

Geometry as XYZ:
```
14
C4H8O2, DFT wB97M-V/def2-TZVPD
O 0.14 2.49 0.19
C 0.74 1.14 -0.35
C -0.40 0.26 0.00
C -0.94 -0.94 -0.77
C -0.29 -1.13 0.57
O 0.99 -1.72 0.61
H 0.45 2.68 1.09
H 1.68 0.96 0.18
H 0.89 1.34 -1.42
H -0.83 1.39 0.40
H -0.38 -1.35 -1.62
H -2.02 -1.06 -0.87
H -0.91 -1.39 1.43
H 0.87 -2.68 0.54
```

## Properties
**SMILES**: OC[C@H]1C[C@H]1O
**E**: -8369.1830 eV
**LUMO energy**: 0.90 eV
**Relative energy (zero: lowest compared OMol25 entry of this formula, charge and spin)**: 395.5 kJ/mol

***

Record 3
An isolated molecule of C4H6O2 in a non-equilibrium geometry, computed with wB97M-V/def2-TZVPD.

Geometry as XYZ:
```
12
C4H6O2, DFT wB97M-V/def2-TZVPD
C -1.33 -0.36 0.43
C 0.01 0.16 0.93
C 0.49 0.86 -0.57
O -0.07 1.70 -1.24
C 1.52 -0.12 -1.08
O 1.80 -0.97 -0.28
H -2.00 0.49 0.35
H -1.16 -0.76 -0.57
H -1.78 -1.17 1.01
H 0.53 -0.68 1.47
H 0.02 0.98 1.63
H 1.98 -0.12 -2.08
```

## Properties
**SMILES**: CCC(=O)C=O
**E**: -8337.9878 eV
**LUMO energy**: -0.59 eV
**Relative energy (zero: lowest compared OMol25 entry of this formula, charge and spin)**: 238.6 kJ/mol

***

Record 4
A structure of composition C23H33IrN4O2Sb2Se in a non-equilibrium geometry, computed with wB97M-V/def2-TZVPD.

Geometry as XYZ:
```
66
C23H33IrN4O2Sb2Se, DFT wB97M-V/def2-TZVPD
Ir 1.40 -0.24 -0.13
C -0.55 0.86 -3.50
Sb -0.66 0.14 -1.51
C -1.77 -1.65 -1.65
C -1.95 1.49 -0.36
C -3.20 0.72 -0.16
C -4.17 0.70 -1.17
C -5.27 -0.13 -1.10
C -5.42 -0.99 -0.01
C -4.49 -0.96 1.01
C -3.39 -0.09 0.97
C -2.54 0.01 2.18
Sb -0.71 -1.19 2.58
C -0.97 -3.25 2.15
C -0.59 -1.13 4.68
H 0.11 0.20 -4.07
H -0.16 1.87 -3.50
H -1.54 0.84 -3.94
H -2.77 -1.43 -2.01
H -1.84 -2.11 -0.67
H -1.26 -2.32 -2.33
H -2.04 2.39 -0.97
H -1.41 1.74 0.56
H -4.05 1.36 -2.03
H -6.01 -0.12 -1.89
H -6.28 -1.64 0.05
H -4.64 -1.58 1.89
H -3.09 -0.39 3.04
H -2.20 1.02 2.42
H -1.75 -3.58 2.84
H -0.04 -3.78 2.37
H -1.27 -3.41 1.12
H -1.46 -1.65 5.08
H -0.57 -0.10 5.03
H 0.32 -1.64 4.98
O 1.22 -0.65 2.18
N 1.56 0.46 2.94
N 1.64 1.49 2.22
O 1.42 1.53 0.92
C 2.01 2.73 2.85
C 2.46 2.73 4.17
C 2.80 3.93 4.75
C 2.70 5.11 4.02
C 2.25 5.10 2.71
C 1.91 3.90 2.10
H 2.55 1.80 4.73
H 3.16 3.95 5.77
H 2.97 6.05 4.48
H 2.18 6.02 2.14
H 1.57 3.88 1.08
C 4.03 0.11 -2.61
N 3.33 -0.88 -3.43
C 3.47 -1.00 -4.79
C 2.71 -2.06 -5.18
N 2.12 -2.56 -4.05
C 1.23 -3.73 -4.02
C 2.49 -1.82 -2.99
Se 2.04 -2.22 -1.17
H 4.86 0.51 -3.19
H 4.42 -0.36 -1.71
H 3.36 0.93 -2.35
H 4.11 -0.35 -5.36
H 2.56 -2.50 -6.15
H 1.31 -4.24 -4.97
H 0.20 -3.42 -3.85
H 1.55 -4.41 -3.23
```

## Properties
**2S+1**: 2
**⟨S²⟩**: 0.756
**Charge**: +3
**E**: -115671.3689 eV
**LUMO energy (spin up / spin down)**: -9.93 / -9.90 eV
**Relative energy (zero: lowest compared OMol25 entry of this formula, charge and spin)**: 232.8 kJ/mol

***

Record 5
An isolated molecule of C4H8N2O, computed with wB97M-V/def2-TZVPD.

Geometry as XYZ:
```
15
C4H8N2O, DFT wB97M-V/def2-TZVPD
C 0.98 -0.59 -0.86
C 1.32 0.79 -0.32
O 2.36 0.59 0.59
N 0.23 1.59 0.38
C -0.70 0.82 0.64
C -1.47 -0.21 0.85
N -2.58 -0.50 0.01
H 0.11 -0.60 -1.53
H 0.87 -1.35 -0.09
H 1.88 -0.82 -1.44
H 1.61 1.43 -1.16
H 2.63 1.46 0.90
H -1.21 -0.81 1.72
H -2.60 -1.50 -0.22
H -3.44 -0.30 0.51
```

## Properties
**SMILES**: C[C@H](O)N=C=CN
**E**: -9303.3682 eV
**LUMO energy**: 0.82 eV
**Relative energy (zero: lowest compared OMol25 entry of this formula, charge and spin)**: 291.9 kJ/mol

***

Record 6
A structure of composition C26H19ClMoN5O5SbSe4, computed with wB97M-V/def2-TZVPD.

Geometry as XYZ:
```
62
C26H19ClMoN5O5SbSe4, DFT wB97M-V/def2-TZVPD
Mo -0.23 0.49 -0.49
Se 3.72 2.97 1.30
Sb 3.10 0.64 1.42
Se 1.45 0.30 -2.02
Se 0.40 0.68 1.78
Se 4.00 -0.63 3.27
C -1.56 8.39 -1.17
C -0.58 7.69 -0.29
C 0.00 8.31 0.80
C 0.89 7.62 1.61
Cl 1.60 8.46 2.99
C 1.22 6.31 1.35
C 0.66 5.67 0.26
C -0.23 6.36 -0.56
O -0.82 5.83 -1.66
C -0.58 4.46 -1.92
C -1.15 3.52 -0.85
O -2.24 3.72 -0.35
O -0.35 2.52 -0.64
H -1.74 9.40 -0.81
H -2.52 7.86 -1.20
H -1.21 8.45 -2.20
H -0.25 9.34 1.03
H 1.91 5.77 1.99
H 0.93 4.63 0.08
H 0.49 4.27 -2.06
H -1.11 4.25 -2.85
O -2.37 -2.14 -1.63
C -1.44 -2.48 -0.95
N -1.17 -3.80 -0.64
C 0.10 -3.98 0.01
C 0.52 -2.49 0.15
O 1.61 -2.17 0.59
N -0.46 -1.68 -0.33
C 0.00 -4.61 1.39
C 1.16 -4.77 2.15
C 1.10 -5.32 3.42
C -0.12 -5.72 3.95
C -1.28 -5.55 3.20
C -1.21 -4.99 1.93
C 1.07 -4.74 -0.89
C 1.87 -4.08 -1.82
C 2.67 -4.79 -2.69
C 2.68 -6.18 -2.67
C 1.88 -6.85 -1.75
C 1.08 -6.13 -0.87
H -1.61 -4.51 -1.21
H 2.11 -4.43 1.74
H 2.00 -5.42 4.00
H -0.17 -6.14 4.94
H -2.24 -5.84 3.61
H -2.12 -4.83 1.36
H 1.88 -3.00 -1.84
H 3.30 -4.26 -3.40
H 3.31 -6.74 -3.35
H 1.88 -7.93 -1.72
H 0.47 -6.66 -0.15
N -6.44 2.08 -1.42
C -5.55 1.36 -1.24
N -4.64 0.43 -1.04
C -3.40 0.56 -0.90
N -2.24 0.53 -0.75
```

## Properties
**2S+1**: 3
**⟨S²⟩**: 2.049
**Charge**: -2
**E**: -327265.9848 eV
**LUMO energy (spin up / spin down)**: 3.35 / 2.93 eV
**Relative energy (zero: lowest compared OMol25 entry of this formula, charge and spin)**: 0.0 kJ/mol

***

Record 7
A cluster of 5 separate species, C29H50Br2Cl16FINO4P in total in a non-equilibrium geometry, computed with wB97M-V/def2-TZVPD.

Geometry as XYZ:
```
105
C29H50Br2Cl16FINO4P, DFT wB97M-V/def2-TZVPD
C 0.52 -3.38 5.84
C 1.00 -2.00 6.31
C 1.05 -0.92 5.20
C 0.32 0.40 5.55
C -0.94 0.71 4.71
C -0.57 1.66 3.56
N -1.35 1.50 2.35
F -2.70 1.24 2.74
C -1.43 2.60 1.37
C -0.85 3.98 1.77
C 0.58 4.55 1.65
C 1.27 4.56 0.29
I 2.06 3.93 3.11
C -1.09 1.99 -0.02
O -1.95 0.89 -0.21
C -1.29 2.95 -1.21
C -2.61 3.76 -1.29
C -2.52 5.29 -1.19
O -1.33 5.76 -1.79
C -0.97 7.05 -1.34
O 0.24 1.56 0.02
C 0.82 0.26 -0.16
C 0.31 -0.95 0.64
C -1.06 -1.61 0.39
C -1.07 -3.12 0.72
C -2.25 -3.78 0.02
O -2.38 -5.16 0.39
C 1.16 0.01 -1.64
Br -0.39 -0.20 -2.86
C 2.18 -1.10 -1.95
C 2.93 -0.78 -3.27
Br 1.45 -2.92 -2.08
P 2.46 0.73 0.78
C 3.39 -0.77 1.30
C 3.59 1.51 -0.43
H -0.55 -3.38 5.64
H 0.72 -4.14 6.60
H 1.05 -3.69 4.93
H 2.00 -2.12 6.75
H 0.33 -1.65 7.11
H 0.61 -1.35 4.28
H 2.10 -0.72 4.95
H 1.02 1.23 5.45
H 0.04 0.36 6.61
H -1.66 1.21 5.36
H -1.37 -0.22 4.31
H 0.47 1.47 3.27
H -0.60 2.68 3.96
H -2.51 2.79 1.30
H -1.45 4.70 1.20
H -1.16 4.16 2.81
H 0.46 5.59 1.96
H 0.58 4.93 -0.48
H 2.10 5.28 0.33
H 1.68 3.59 0.02
H -2.86 1.20 -0.17
H -1.31 2.26 -2.05
H -0.42 3.58 -1.39
H -3.36 3.44 -0.56
H -3.05 3.55 -2.27
H -2.61 5.67 -0.16
H -3.38 5.71 -1.74
H -0.73 7.05 -0.26
H -0.08 7.36 -1.89
H -1.78 7.77 -1.50
H 1.06 -1.74 0.49
H 0.39 -0.69 1.71
H -1.41 -1.46 -0.63
H -1.81 -1.14 1.04
H -0.13 -3.59 0.42
H -1.22 -3.24 1.80
H -2.13 -3.73 -1.07
H -3.16 -3.24 0.27
H -3.20 -5.27 0.87
H 1.58 0.93 -2.04
H 2.91 -1.17 -1.15
H 3.95 -0.45 -3.04
H 3.02 -1.67 -3.89
H 2.40 -0.03 -3.85
H 3.99 -1.26 0.52
H 4.08 -0.43 2.08
H 2.73 -1.52 1.74
H 4.04 0.83 -1.16
H 3.06 2.29 -0.98
H 4.40 1.96 0.15
Cl 1.38 -3.06 -6.53
C 0.91 -4.69 -6.03
Cl -0.72 -4.67 -5.35
Cl 0.94 -5.76 -7.44
Cl 2.02 -5.32 -4.81
Cl 3.20 -8.89 -0.43
C 2.33 -7.92 -1.61
Cl 1.46 -8.98 -2.73
Cl 1.18 -6.87 -0.79
Cl 3.49 -6.94 -2.53
Cl -2.33 -7.60 -2.62
C -2.88 -8.28 -4.15
Cl -1.52 -8.39 -5.27
Cl -3.55 -9.90 -3.88
Cl -4.13 -7.24 -4.85
Cl -3.16 7.04 -4.85
C -1.84 6.11 -5.58
Cl -2.16 5.87 -7.30
Cl -0.33 7.01 -5.39
Cl -1.70 4.56 -4.77
```

## Properties
**SMILES**: CCCCCCN(F)[C@@H](C[C@H](C)I)[C@@](O)(CCCOC)O[C@@](CCCCO)([C@H](Br)[C@H](C)Br)P(C)C.ClC(Cl)(Cl)Cl.ClC(Cl)(Cl)Cl.ClC(Cl)(Cl)Cl.ClC(Cl)(Cl)Cl
**E**: -401109.9788 eV
**LUMO energy**: 0.18 eV

***

Record 8
A cluster of 3 separate species, C7H16O2 in total in a non-equilibrium geometry, computed with wB97M-V/def2-TZVPD.

Geometry as XYZ:
```
25
C7H16O2, DFT wB97M-V/def2-TZVPD
C -0.43 0.84 0.12
C -0.01 -0.43 -0.27
C 1.89 1.12 0.14
C -0.85 1.26 1.50
C 0.41 -1.48 0.71
C -2.28 -0.83 -0.35
C 0.38 -0.74 -1.69
O -0.79 1.80 -0.77
O 2.95 0.21 0.00
H -0.60 1.51 -1.67
H 3.13 -0.19 0.86
H 1.89 1.79 -0.72
H 1.92 1.67 1.09
H -1.93 1.35 1.53
H -0.53 0.55 2.26
H -0.43 2.24 1.71
H 0.01 -1.74 -1.95
H 1.45 -1.77 0.53
H 0.31 -1.18 1.75
H -0.20 -2.38 0.57
H -2.87 -0.06 -0.85
H -2.24 -1.74 -0.94
H -2.60 -1.00 0.67
H -0.03 -0.05 -2.43
H 1.46 -0.75 -1.79
```

## Properties
**E**: -11608.2348 eV
**LUMO energy (spin up / spin down)**: 0.66 / 0.66 eV
**Relative energy (zero: lowest compared OMol25 entry of this formula, charge and spin)**: 580.5 kJ/mol

***

Record 9
A structure of composition C31H22IrN7O2S, computed with wB97M-V/def2-TZVPD.

Geometry as XYZ:
```
64
C31H22IrN7O2S, DFT wB97M-V/def2-TZVPD
Ir -2.15 -1.07 -0.19
C 7.91 8.12 0.03
O 6.48 8.27 0.03
C 5.70 7.23 0.01
C 6.16 5.89 -0.01
C 5.26 4.87 -0.03
C 3.86 5.13 -0.03
C 3.41 6.48 0.00
C 4.30 7.50 0.01
C 2.90 4.10 -0.05
N 1.57 4.31 -0.04
C 1.01 3.11 -0.07
C 1.99 2.09 -0.10
N 3.17 2.74 -0.08
C 1.69 0.69 -0.13
C 2.61 -0.34 -0.17
C 2.14 -1.68 -0.21
C 0.81 -1.92 -0.21
N -0.14 -0.92 -0.17
C 0.30 0.40 -0.14
C -0.69 1.40 -0.11
N -1.99 0.97 -0.12
C -2.98 1.88 -0.10
C -2.74 3.23 -0.06
C -1.43 3.70 -0.05
C -0.40 2.78 -0.07
H 8.31 9.13 0.05
H 8.24 7.61 -0.87
H 8.23 7.58 0.92
H 7.22 5.68 -0.01
H 5.63 3.85 -0.04
H 2.35 6.67 0.00
H 3.99 8.53 0.03
H 4.08 2.32 -0.10
H 3.67 -0.13 -0.16
H 2.83 -2.51 -0.24
H 0.44 -2.94 -0.25
H -3.99 1.49 -0.11
H -3.58 3.92 -0.04
H -1.20 4.76 -0.01
O -6.40 -1.01 0.08
C -5.25 -1.05 0.01
N -4.04 -1.09 -0.08
S -2.34 -7.67 0.08
C -2.26 -5.89 0.00
C -2.40 -5.22 -1.21
C -2.33 -3.85 -1.23
N -2.11 -3.13 -0.12
C -1.96 -3.77 1.05
C -2.03 -5.14 1.15
C -4.12 -7.80 0.22
C -4.91 -7.94 -0.91
C -6.28 -8.04 -0.74
N -6.88 -8.02 0.45
C -6.11 -7.91 1.53
C -4.72 -7.80 1.47
H -2.57 -5.77 -2.12
H -2.44 -3.29 -2.15
H -1.78 -3.15 1.93
H -1.90 -5.62 2.11
H -4.46 -7.98 -1.90
H -6.93 -8.15 -1.60
H -6.62 -7.91 2.48
H -4.13 -7.73 2.38
```

## Properties
**2S+1**: 5
**⟨S²⟩**: 6.085
**Charge**: +2
**E**: -60688.9127 eV
**LUMO energy (spin up / spin down)**: -5.66 / -8.32 eV
**Relative energy (zero: lowest compared OMol25 entry of this formula, charge and spin)**: 16.2 kJ/mol